{
  "formula": "C37H29MoNOPS",
  "method": "ωB97M-V/def2-TZVPD",
  "multiplicity": 3,
  "energy_ha": -2364.82847,
  "homo_ev": [-10.08, -10.71],
  "charge": 1,
  "de_lowest_kcal_mol": 0.0,
  "gap_ev": [7.29, 7.04],
  "symbols": ["Mo", "C", "C", "C", "C", "C", "C", "P", "C", "C", "C", "C", "C", "C", "C", "C", "C", "C", "C", "C", "H", "H", "H", "H", "H", "H", "H", "H", "H", "H", "H", "H", "H", "H", "O", "N", "C", "C", "C", "C", "C", "S", "H", "H", "H", "H", "C", "C", "C", "C", "C", "C", "C", "C", "C", "C", "C", "C", "C", "C", "H", "H", "H", "H", "H", "H", "H", "H", "H", "H", "H"],
  "coordinates": [[-0.093, 0.194, -0.260], [-2.967, 3.707, 3.508], [-1.961, 4.358, 2.808], [-0.861, 3.647, 2.343], [-0.767, 2.279, 2.576], [-1.790, 1.628, 3.268], [-2.882, 2.339, 3.739], [0.602, 1.285, 1.918], [1.669, 0.896, 3.328], [2.967, 0.466, 3.054], [3.848, 0.193, 4.087], [3.438, 0.349, 5.406], [2.153, 0.789, 5.683], [1.267, 1.066, 4.648], [1.542, 2.294, 0.774], [2.467, 3.316, 0.980], [2.982, 3.954, -0.136], [2.577, 3.577, -1.420], [1.673, 2.545, -1.616], [1.152, 1.881, -0.502], [-3.821, 4.264, 3.871], [-2.032, 5.422, 2.625], [-0.081, 4.161, 1.794], [-1.740, 0.557, 3.438], [-3.669, 1.828, 4.278], [3.302, 0.374, 2.029], [4.856, -0.131, 3.864], [4.125, 0.137, 6.215], [1.836, 0.926, 6.708], [0.273, 1.423, 4.883], [2.774, 3.604, 1.979], [3.702, 4.754, -0.018], [2.987, 4.094, -2.279], [1.394, 2.255, -2.622], [-0.845, -0.129, -2.156], [-2.162, -0.039, -2.410], [-2.549, -0.325, -3.671], [-3.872, -0.253, -4.002], [-4.794, 0.119, -3.021], [-4.363, 0.404, -1.749], [-3.003, 0.325, -1.430], [-2.368, 0.689, 0.144], [-1.748, -0.602, -4.337], [-4.175, -0.484, -5.012], [-5.846, 0.182, -3.262], [-5.052, 0.697, -0.969], [1.208, -6.691, 1.525], [0.157, -6.139, 2.241], [-0.216, -4.822, 2.013], [0.459, -4.036, 1.080], [1.507, -4.608, 0.356], [1.877, -5.924, 0.578], [0.010, -2.638, 0.910], [0.635, -1.632, 0.287], [1.954, -1.497, -0.352], [3.143, -1.571, 0.395], [4.346, -1.239, -0.181], [4.399, -0.794, -1.510], [3.247, -0.729, -2.259], [2.022, -1.092, -1.689], [1.500, -7.719, 1.697], [-0.374, -6.731, 2.974], [-1.040, -4.392, 2.571], [2.030, -4.034, -0.397], [2.688, -6.357, 0.008], [-0.949, -2.418, 1.372], [3.095, -1.910, 1.423], [5.259, -1.322, 0.395], [5.350, -0.523, -1.949], [3.287, -0.416, -3.294], [1.133, -1.128, -2.307]],
  "mulliken_spin": [2.07, 0.00, 0.00, 0.01, -0.01, 0.00, 0.00, -0.12, 0.01, 0.00, 0.00, 0.00, 0.00, 0.00, 0.02, -0.02, 0.02, 0.00, 0.04, -0.11, 0.00, 0.00, 0.00, 0.00, 0.00, 0.00, 0.00, 0.00, 0.00, 0.00, 0.00, 0.00, 0.00, 0.00, 0.03, 0.01, 0.01, 0.00, 0.01, 0.00, 0.04, -0.05, 0.00, 0.00, 0.00, 0.00, 0.04, -0.02, 0.04, 0.00, 0.03, -0.02, 0.21, -0.15, -0.11, 0.01, 0.00, -0.01, 0.02, 0.01, 0.00, 0.00, 0.00, 0.00, 0.00, 0.00, 0.00, 0.00, 0.00, 0.00, -0.02]
}

=====

{
  "formula": "C37H29N4O3Zn",
  "method": "ωB97M-V/def2-TZVPD",
  "multiplicity": 1,
  "energy_ha": -3651.61834,
  "homo_ev": -4.95,
  "charge": -1,
  "gap_ev": 7.28,
  "symbols": ["Zn", "O", "C", "C", "C", "C", "C", "C", "C", "C", "C", "O", "C", "C", "C", "C", "C", "C", "C", "C", "C", "C", "C", "C", "N", "C", "C", "C", "C", "C", "C", "C", "C", "C", "C", "C", "C", "H", "H", "H", "H", "H", "H", "H", "H", "H", "H", "H", "H", "H", "H", "H", "H", "H", "H", "H", "H", "H", "H", "H", "H", "H", "H", "H", "N", "C", "O", "C", "C", "N", "C", "N", "H", "H"],
  "coordinates": [[0.052, -0.194, 0.291], [1.655, -0.408, -0.558], [2.270, 0.539, -1.329], [2.370, 1.891, -0.538], [1.050, 2.565, -0.325], [0.791, 3.808, -0.891], [-0.408, 4.444, -0.626], [-1.357, 3.793, 0.137], [-1.080, 2.513, 0.605], [-2.162, 1.639, 1.147], [-2.686, 0.735, -0.050], [-1.677, -0.076, -0.513], [-3.197, 1.657, -1.174], [-2.488, 1.737, -2.365], [-2.904, 2.591, -3.377], [-4.036, 3.374, -3.208], [-4.764, 3.280, -2.028], [-4.349, 2.424, -1.019], [-3.876, -0.126, 0.400], [-4.483, -0.922, -0.571], [-5.552, -1.741, -0.252], [-6.037, -1.779, 1.050], [-5.427, -1.010, 2.025], [-4.351, -0.189, 1.701], [0.120, 1.944, 0.421], [3.708, 0.070, -1.651], [4.667, 0.894, -2.236], [5.940, 0.419, -2.513], [6.274, -0.894, -2.216], [5.326, -1.722, -1.634], [4.056, -1.243, -1.350], [1.545, 0.731, -2.674], [1.695, 1.859, -3.477], [1.046, 1.954, -4.700], [0.228, 0.924, -5.141], [0.069, -0.203, -4.347], [0.723, -0.297, -3.128], [3.039, 2.589, -1.038], [2.807, 1.610, 0.422], [1.536, 4.282, -1.516], [-0.614, 5.425, -1.036], [-2.322, 4.240, 0.329], [-2.972, 2.233, 1.569], [-1.762, 0.955, 1.901], [-1.603, 1.121, -2.475], [-2.335, 2.635, -4.298], [-4.356, 4.049, -3.993], [-5.663, 3.872, -1.898], [-4.923, 2.351, -0.101], [-4.100, -0.900, -1.584], [-6.008, -2.357, -1.017], [-6.873, -2.418, 1.306], [-5.780, -1.048, 3.048], [-3.881, 0.390, 2.487], [4.435, 1.920, -2.492], [6.675, 1.078, -2.962], [7.265, -1.268, -2.444], [5.575, -2.749, -1.393], [3.314, -1.871, -0.876], [2.324, 2.681, -3.157], [1.186, 2.835, -5.316], [-0.279, 0.997, -6.095], [-0.560, -1.019, -4.682], [0.612, -1.177, -2.509], [-1.400, -3.027, 0.017], [-0.287, -2.900, 0.793], [-0.068, -1.800, 1.404], [0.550, -4.027, 0.948], [1.654, -4.053, 1.826], [2.553, -4.139, 2.548], [0.316, -5.188, 0.185], [0.116, -6.120, -0.472], [-1.778, -2.146, -0.331], [-1.456, -3.824, -0.595]],
  "mulliken_charge": [0.25, -0.94, 1.71, -1.56, 0.59, -0.38, -0.87, -0.63, 0.20, -1.69, 2.83, 0.24, -0.21, 0.54, -0.71, -0.56, -0.98, -0.37, -0.36, -0.02, -0.87, -0.46, -0.92, -0.15, 0.03, -0.25, 0.03, -1.00, -0.47, -0.80, -0.39, 0.31, 0.08, -1.06, -0.66, -0.80, -0.25, 0.53, 0.62, 0.34, 0.41, 0.40, 0.79, 0.54, -0.43, 0.43, 0.42, 0.40, 0.40, 0.33, 0.41, 0.39, 0.40, 0.35, 0.14, 0.39, 0.36, 0.43, 0.45, 0.31, 0.38, 0.40, 0.41, 0.59, -0.36, 0.99, -1.20, 0.40, 0.07, -0.69, -0.09, -0.63, 0.19, 0.22]
}

=====

{
  "formula": "C37H30Br3CdF4N3PSb",
  "method": "ωB97M-V/def2-TZVPD",
  "multiplicity": 1,
  "energy_ha": -10462.56153,
  "homo_ev": -13.94,
  "charge": 2,
  "gap_ev": 8.76,
  "symbols": ["Cd", "C", "C", "C", "C", "C", "C", "N", "Sb", "C", "C", "C", "C", "C", "C", "N", "C", "C", "C", "C", "C", "C", "N", "H", "H", "H", "H", "H", "H", "H", "H", "H", "H", "H", "H", "H", "H", "H", "H", "H", "H", "F", "C", "C", "F", "C", "F", "C", "P", "C", "C", "C", "C", "C", "C", "C", "C", "C", "C", "C", "C", "C", "Br", "C", "F", "H", "H", "H", "H", "H", "H", "H", "H", "H", "H", "Br", "C", "Br", "H", "H"],
  "coordinates": [[-0.557, 0.147, -0.333], [-0.447, -2.891, 1.171], [-1.504, -1.994, 1.745], [-2.153, -2.348, 2.924], [-3.226, -1.604, 3.364], [-3.702, -0.568, 2.565], [-3.037, -0.255, 1.399], [-1.903, -0.913, 1.049], [-4.201, 0.934, 0.000], [-4.287, -0.604, -1.535], [-5.189, -0.430, -2.577], [-5.335, -1.459, -3.494], [-4.600, -2.619, -3.325], [-3.716, -2.718, -2.254], [-2.914, -3.966, -2.010], [-3.554, -1.710, -1.382], [-2.758, 2.147, -1.105], [-3.291, 3.357, -1.513], [-2.562, 4.176, -2.369], [-1.326, 3.747, -2.809], [-0.824, 2.528, -2.373], [0.478, 2.007, -2.896], [-1.526, 1.757, -1.520], [0.338, -3.106, 1.892], [0.002, -2.474, 0.271], [-0.906, -3.843, 0.892], [-1.820, -3.223, 3.469], [-3.728, -1.859, 4.290], [-4.598, -0.026, 2.839], [-5.766, 0.483, -2.671], [-6.031, -1.366, -4.319], [-4.716, -3.450, -4.008], [-3.228, -4.773, -2.671], [-1.850, -3.784, -2.178], [-3.041, -4.292, -0.977], [-4.272, 3.658, -1.168], [-2.962, 5.128, -2.694], [-0.740, 4.347, -3.492], [1.132, 2.821, -3.209], [0.296, 1.374, -3.768], [1.011, 1.415, -2.156], [1.797, 4.043, 5.698], [1.774, 3.277, 4.632], [2.891, 2.550, 4.274], [3.989, 2.624, 4.998], [2.854, 1.753, 3.148], [3.972, 1.103, 2.845], [1.715, 1.625, 2.355], [1.785, 0.480, 0.922], [2.386, -1.076, 1.631], [2.791, -2.083, 0.755], [3.196, -3.317, 1.245], [3.189, -3.557, 2.612], [2.761, -2.566, 3.486], [2.358, -1.331, 3.000], [3.100, 1.252, -0.073], [4.338, 0.671, -0.329], [5.282, 1.369, -1.074], [4.999, 2.641, -1.550], [3.768, 3.227, -1.283], [2.818, 2.532, -0.553], [0.617, 2.408, 2.720], [-0.925, 2.568, 1.645], [0.641, 3.212, 3.843], [-0.401, 3.963, 4.172], [2.779, -1.913, -0.314], [3.516, -4.090, 0.557], [3.518, -4.514, 2.998], [2.744, -2.752, 4.553], [2.009, -0.577, 3.696], [4.586, -0.305, 0.068], [6.248, 0.918, -1.266], [5.744, 3.183, -2.121], [3.553, 4.229, -1.637], [1.859, 2.998, -0.335], [2.408, -0.665, -3.159], [0.980, -1.760, -3.828], [-0.638, -1.665, -2.753], [1.297, -2.790, -3.825], [0.717, -1.416, -4.817]],
  "mulliken_charge": [1.75, -1.08, 0.68, -0.83, -0.63, -0.84, -0.46, 0.79, 0.93, 0.23, -0.77, -0.65, -0.77, 0.52, -0.92, 0.14, -0.51, -0.81, -0.73, -0.80, 0.46, -0.77, 0.81, 0.32, -0.11, 0.53, 0.55, 0.46, 0.55, 0.42, 0.44, 0.43, 0.41, 0.11, 0.24, 0.52, 0.46, 0.51, 0.42, 0.34, -0.60, -0.25, 0.57, 0.31, -0.27, -0.17, -0.36, 0.17, 0.76, 0.77, -0.43, -0.60, -0.78, -0.81, -0.80, 0.82, -0.19, -0.68, -0.67, -0.66, -0.90, 0.11, -0.06, 0.14, -0.32, 0.32, 0.45, 0.42, 0.45, 0.44, 0.46, 0.47, 0.43, 0.50, 0.42, -0.02, -0.78, 0.01, 0.49, 0.49]
}